Entry 1:
{"formula": "C21H32ClN4O6PS", "method": "wB97M-V/def2-TZVPD", "molar_mass_g_mol": 535.00, "homo_ha": -0.267, "lumo_ev": -1.8, "e_above_lowest_ev": 0.000, "orbital_gap_ev": 5.44, "elements": ["H", "O", "H", "H", "N", "O", "N", "O", "H", "H", "C", "C", "H", "C", "H", "C", "H", "N", "C", "Cl", "C", "S", "H", "H", "O", "H", "C", "O", "H", "H", "H", "H", "C", "N", "H", "H", "H", "C", "H", "C", "C", "H", "C", "H", "H", "H", "C", "P", "C", "H", "H", "C", "H", "H", "H", "C", "H", "O", "H", "C", "C", "C", "C", "H", "H", "C"], "positions_angstrom": [[-1.9046, -0.1448, -1.7834], [-0.3802, -1.2952, 0.3297], [-2.8772, 0.5399, -0.5144], [-0.6207, 2.9619, -1.9645], [-0.7919, 4.5297, 1.4082], [-5.5269, -1.5699, -0.1971], [-2.9360, 5.3101, 0.7399], [-7.3134, -0.8161, -1.6605], [-4.8581, 0.8823, -0.1335], [-2.8535, 2.1643, -3.0224], [1.2442, -3.9473, 2.9675], [5.7144, -3.5645, 1.0334], [1.4498, 2.5348, -1.9697], [-0.7578, -2.9313, 1.9794], [7.9307, -4.7858, -1.3173], [-4.7358, 1.6677, -2.1888], [6.0064, -3.2137, -1.1077], [-1.1416, 5.2563, -0.8122], [7.4192, -4.6143, -0.3790], [-4.8785, -1.5457, -2.9239], [0.2230, 0.8510, -2.1151], [-5.9223, -0.8146, -1.3432], [-1.2340, 4.1389, 2.2301], [5.7051, -4.1483, 3.1452], [8.8620, -6.1332, 0.6928], [-1.8271, -2.8025, 1.8657], [1.5712, -2.2352, 1.2449], [1.7276, -4.7361, 3.7523], [7.6280, -5.7201, 2.9372], [0.5243, -0.0401, -1.5683], [-1.4445, 6.2221, -0.7606], [-0.6052, 0.9268, 1.2242], [2.1035, -3.0999, 2.1038], [1.4397, 1.6416, -2.4486], [-3.4861, 5.5101, -0.0917], [-6.3648, 1.3782, -0.8473], [-1.4635, 4.9019, -1.7032], [-0.2287, -3.7974, 2.8392], [2.2775, 1.1393, -2.1993], [-1.7220, 4.5263, 0.2980], [-2.1658, 3.0991, -0.0689], [-0.8349, -4.4267, 3.4784], [-5.4163, 0.8883, -1.0656], [-4.7982, 2.7206, -1.9169], [-0.2421, 0.5971, -3.0765], [-3.1018, 3.1990, -0.6219], [-0.0740, 1.5680, 0.5204], [-0.9720, 1.9309, -1.0412], [6.3929, -3.7760, -0.2673], [-2.4019, 2.6124, 0.8821], [2.0494, 1.8929, 0.2829], [0.1036, -2.0851, 1.1155], [-5.3643, 1.5628, -3.0774], [-3.5226, 4.7094, 1.3125], [2.1798, -1.6069, 0.6067], [7.9268, -5.3713, 0.7943], [3.1728, -3.2199, 2.2090], [4.7749, -2.7998, 1.1349], [-0.5128, 5.4825, 1.6007], [1.1377, 2.0830, 0.8389], [6.2178, -4.3188, 2.2066], [-3.3051, 1.2706, -2.5822], [-2.3718, 0.7777, -1.4507], [-3.2886, 0.5393, -3.3818], [1.2210, 2.7014, 1.7317], [7.2437, -5.1578, 2.0960]], "atomic_forces_ev_per_a": [[0.01, -0.11, 0.18], [-0.11, -0.17, 0.04], [-0.17, 0.06, -0.03], [-0.21, 0.38, 0.29], [0.34, -0.38, -0.30], [0.54, -0.14, -0.10], [0.14, -0.12, -0.41], [0.03, 0.10, -0.81], [0.20, -0.21, -0.07], [-0.08, 0.03, -0.13], [-0.01, 0.01, -0.01], [0.01, 0.03, -0.02], [0.10, 0.03, 0.03], [-0.01, -0.02, 0.04], [0.02, -0.02, 0.02], [-0.26, -0.66, -0.43], [-0.02, 0.01, 0.02], [0.00, -0.09, -0.15], [-0.03, 0.03, -0.01], [-0.07, 0.10, -0.08], [0.77, 0.94, -0.40], [-0.75, -0.04, 1.45], [-0.01, 0.10, 0.10], [-0.02, 0.01, -0.01], [0.01, -0.01, 0.00], [0.00, 0.02, -0.03], [0.03, 0.00, -0.02], [0.00, -0.01, 0.01], [0.02, -0.02, -0.02], [-0.36, -0.22, -0.03], [0.16, 0.09, 0.10], [-1.00, 1.55, 0.67], [-0.20, -0.10, 0.17], [-0.31, -0.13, -0.04], [-0.12, 0.00, 0.05], [-0.17, -0.20, -0.05], [0.04, -0.10, -0.01], [-0.02, 0.02, -0.01], [0.12, 0.09, 0.05], [-0.96, 0.52, 0.43], [0.74, 0.39, 0.47], [0.03, -0.01, 0.01], [0.19, 0.54, -0.23], [0.09, 0.02, 0.13], [-0.20, -0.26, 0.11], [0.06, -0.13, -0.23], [0.54, -0.13, -0.38], [0.72, -2.42, -0.96], [0.02, -0.02, -0.03], [-0.17, -0.11, -0.04], [-0.32, 1.40, -1.04], [0.01, 0.00, -0.02], [-0.03, 0.12, -0.04], [0.02, 0.09, 0.15], [-0.01, 0.01, 0.00], [0.02, -0.02, 0.00], [-0.22, 0.02, 0.07], [0.42, 0.05, -0.19], [-0.09, 0.06, 0.10], [-0.34, -0.26, 0.33], [0.02, -0.02, 0.02], [0.51, 0.67, 0.44], [0.17, -0.04, -0.03], [-0.23, -0.09, 0.02], [0.46, -1.28, 0.84], [-0.03, 0.03, 0.01]]}

=====

Entry 2:
{"formula": "C21H32F13NO10S2", "method": "wB97M-V/def2-TZVPD", "molar_mass_g_mol": 769.59, "homo_ha": -0.379, "lumo_ev": 0.1, "orbital_gap_ev": 10.43, "elements": ["H", "H", "C", "C", "H", "O", "H", "H", "H", "H", "H", "H", "O", "H", "F", "H", "H", "C", "H", "H", "C", "H", "C", "O", "H", "O", "C", "F", "F", "H", "N", "F", "C", "F", "H", "F", "H", "O", "F", "C", "C", "H", "H", "H", "O", "F", "S", "C", "H", "H", "C", "H", "O", "H", "H", "C", "C", "H", "C", "F", "C", "F", "F", "F", "O", "O", "S", "H", "C", "F", "C", "C", "C", "O", "H", "H", "C", "H", "C"], "positions_angstrom": [[1.1408, 4.3828, -4.6053], [0.5494, 4.6702, -7.5963], [1.4576, 4.4471, -5.6442], [-0.2157, 2.6381, 6.9025], [2.1077, 5.3190, -5.7266], [1.3109, 1.4749, -5.0946], [-2.4021, 0.9452, -0.6792], [-0.9597, -4.0802, 5.4347], [0.4345, 1.0338, 8.1758], [-1.3588, -0.7210, -2.0876], [3.0727, 2.2446, -2.4736], [0.0104, 3.4143, 7.6317], [0.7953, 7.1310, -7.2410], [2.0227, 3.5559, -5.8941], [0.5804, -0.7239, 2.9764], [-0.3059, -2.2884, 7.0118], [0.7009, -1.6682, -1.7894], [-0.9523, 1.0618, 0.8625], [-0.3772, 3.6999, -6.4642], [-2.3951, -3.4159, 6.2351], [0.1862, -2.7157, -6.2302], [0.0211, 0.6755, 1.1220], [-2.0950, -3.6122, 10.7425], [-0.5737, 5.6976, -6.1713], [-0.9095, 1.6127, -1.2192], [0.0973, -4.1498, -6.3627], [-1.4735, -3.9777, 6.3892], [0.7795, -6.7012, -6.5985], [-2.3006, 7.8803, -6.8722], [1.6873, 1.6186, 7.0920], [1.8378, 0.2534, -2.9522], [-0.9787, -1.0991, 4.4291], [1.5160, 0.2360, -1.4672], [0.4180, -7.0733, -4.4928], [1.6719, -1.1727, -6.0847], [0.9918, -1.9591, 4.7155], [1.2438, 1.2213, -1.1115], [0.2663, 0.3259, 6.2854], [-1.5248, 7.7847, -4.8423], [0.6223, 1.4078, 7.1723], [1.6230, -2.2615, -6.1072], [-0.8972, 2.1319, 1.0279], [2.4575, 0.0042, -1.0035], [-1.4365, -1.2546, -0.4505], [1.5149, 1.2093, 4.6296], [-3.2027, -2.9123, 10.4518], [3.3921, 1.0971, -3.1028], [-1.1827, 7.9560, -6.1292], [-1.6987, 0.7010, 1.5531], [-0.0247, 3.0335, 5.9057], [0.3361, -0.8669, 4.2793], [2.2182, -2.6237, -6.9460], [0.3368, -4.3975, -4.1371], [-1.2769, 2.3961, 6.9634], [2.0797, -2.6470, -5.1957], [0.7849, 0.3729, 5.0677], [0.1904, -4.8402, -5.2377], [-1.7491, -4.9702, 6.7434], [-0.1736, 6.8888, -6.5857], [-0.6707, 9.1795, -6.2662], [-0.9571, -0.5365, -1.1077], [-1.2472, -6.6257, -5.8121], [0.5491, 2.4955, -3.0811], [-1.2923, -2.8329, 11.4895], [-0.5052, 0.4980, -4.0114], [-1.2840, -3.0252, 8.6265], [0.7272, 1.1593, -3.8439], [0.8273, -1.2663, -0.1173], [-1.3288, 0.8385, -0.5911], [-2.4469, -4.6715, 11.4700], [0.0380, -6.3405, -5.5402], [-1.3598, -4.0490, 9.4642], [-0.5856, -3.2689, 7.3884], [-0.9091, -5.1421, 9.2983], [-0.2634, -2.3088, -7.1326], [0.3318, -3.8243, 7.5770], [0.2569, 4.5794, -6.5516], [-0.4139, -2.3814, -5.3853], [0.5427, -0.8679, -1.0775]], "atomic_forces_ev_per_a": [[-0.05, -0.11, 0.03], [0.00, 0.22, 0.00], [0.12, 0.57, 0.07], [-0.12, -0.08, -0.28], [0.01, -0.02, -0.12], [0.94, 0.65, -0.06], [-0.34, 0.12, -0.14], [0.03, 0.03, 0.00], [-0.08, -0.19, -0.07], [-0.14, 0.14, -0.44], [-0.08, -0.06, 0.08], [0.02, -0.02, 0.04], [0.00, 0.20, -0.02], [0.00, -0.04, -0.03], [0.09, -0.05, 0.34], [-0.10, 0.11, 0.19], [0.16, -0.39, -0.09], [0.10, 0.89, -0.25], [-0.17, 0.11, 0.08], [0.05, 0.08, -0.07], [0.06, 0.57, -0.05], [0.24, -0.28, 0.07], [-0.27, 0.02, 0.32], [-0.14, 0.06, 0.00], [0.18, 0.26, -0.17], [-0.08, -0.15, -0.01], [-0.22, -0.11, 0.18], [-0.15, 0.05, 0.20], [0.19, -0.01, 0.12], [0.02, -0.06, -0.20], [-0.12, 2.49, 0.99], [0.25, 0.09, 0.01], [-0.17, -1.09, -0.06], [-0.09, 0.15, -0.19], [-0.04, 0.01, -0.01], [-0.03, 0.22, -0.04], [-0.19, 0.32, -0.04], [0.01, -0.19, -0.07], [0.05, 0.04, -0.24], [0.03, 0.41, 0.41], [0.19, -0.20, 0.11], [0.01, 0.32, 0.22], [0.43, -0.07, 0.07], [-0.18, -0.31, 0.11], [0.03, -0.05, -0.20], [0.21, -0.12, 0.08], [0.16, -0.53, -0.29], [-0.19, 0.35, 0.16], [-0.15, -0.46, 0.19], [0.09, 0.03, 0.02], [-0.31, -0.44, -0.40], [-0.07, 0.06, -0.08], [0.01, -0.17, 0.12], [0.00, 0.00, 0.11], [-0.06, 0.06, 0.07], [0.03, 0.22, 0.39], [-0.03, 0.42, -0.12], [0.09, -0.04, -0.01], [0.11, -0.40, -0.06], [-0.09, -0.23, 0.00], [0.22, -0.22, 0.61], [0.21, 0.06, 0.04], [-0.14, 0.17, 0.73], [-0.13, -0.12, -0.14], [-1.16, -0.31, 1.79], [0.00, 0.08, 0.17], [0.66, -1.82, -3.08], [0.15, 0.06, 0.45], [-0.19, -0.38, 0.02], [0.09, 0.20, -0.13], [0.05, -0.42, -0.02], [0.19, 0.11, -0.37], [0.17, 0.00, -0.56], [-0.05, -0.11, 0.17], [-0.04, -0.21, -0.09], [-0.08, -0.10, 0.18], [0.25, -0.53, -0.05], [0.03, -0.15, 0.10], [-0.50, 0.26, -0.77]]}